Version a
Below is C3H5MgO3 as an isolated structure, with properties calculated with ωB97M-V with the def2-TZVPD basis set.

Values from the calculation:
LUMO, eV: -5.67
Kohn-Sham gap, eV: 8.0837
Net charge: +1
HOMO level, eV: -13.755

Structure (XYZ):
```
12
Properties=species:S:1:pos:R:3:nbo_charge:R:1
O 0.91 -0.73 0.80 -0.423
C -1.26 0.11 0.47 -0.107
Mg 2.01 1.99 -2.21 1.495
C 0.96 0.14 -0.16 1.036
H 1.13 0.60 -2.92 -0.521
O -0.27 0.77 -0.34 -0.488
H -0.70 -2.02 0.58 0.217
H -2.08 -0.21 -0.17 0.222
H -0.59 -1.15 2.16 0.233
O 1.96 0.75 -0.52 -0.772
C -0.48 -1.07 1.08 -0.105
H -1.60 0.83 1.23 0.212
```

Version b
Below is C3H5MgO3 as an isolated structure, with properties calculated with ωB97M-V with the def2-TZVPD basis set.

Values from the calculation:
LUMO, eV: -5.11
Kohn-Sham gap, eV: 8.8504
Net charge: +1
HOMO level, eV: -13.958

Structure (XYZ):
```
12
Properties=species:S:1:pos:R:3:nbo_charge:R:1
H -0.76 -1.62 -1.45 0.225
C 1.01 0.24 0.14 1.038
O -0.21 0.53 0.63 -0.438
H -1.17 -1.06 1.50 0.217
O 0.96 -0.80 -0.66 -0.424
H 0.10 3.48 0.20 -0.548
O 1.83 1.13 -0.08 -0.823
H -0.04 -2.50 -0.06 0.224
Mg 1.67 3.05 -0.39 1.516
C -1.06 -0.63 0.51 -0.110
C -0.28 -1.52 -0.47 -0.109
H -2.03 -0.30 0.12 0.230
```

Result of the stability comparison: version b is the most stable of them.

Version a
Below is a 2-piece molecular cluster, C2H3NO overall, with properties calculated with ωB97M-V with the def2-TZVPD basis set.

Values from the calculation:
LUMO, eV: 0.08
Kohn-Sham gap, eV: 11.0979
Net charge: 0
HOMO level, eV: -11.015

Structure (XYZ):
```
7
Properties=species:S:1:pos:R:3:nbo_charge:R:1
H 1.36 -0.58 0.73 0.104
O 0.63 1.22 0.34 -0.526
C -2.13 -0.57 -0.23 0.259
H 1.93 0.55 1.78 0.111
C 1.28 0.42 0.98 0.329
H -1.08 1.27 -0.41 0.468
N -1.78 0.54 -0.23 -0.745
```

Version b
Below is one molecule with the formula C2H3NO, with properties calculated with ωB97M-V with the def2-TZVPD basis set.

Values from the calculation:
LUMO, eV: 0.05
SMILES string: C=C=NO
Kohn-Sham gap, eV: 10.2798
Net charge: 0
HOMO level, eV: -10.228

Structure (XYZ):
```
7
Properties=species:S:1:pos:R:3:nbo_charge:R:1
C 0.09 -1.16 0.15 -0.372
H -0.28 -1.63 -0.76 0.235
O -0.54 1.22 -0.15 -0.664
H -0.88 2.12 -0.29 0.471
H -0.34 -1.42 1.11 0.235
C 0.96 -0.18 0.06 0.247
N 1.02 1.05 -0.08 -0.152
```

Result of the stability comparison: version a is the most stable of them.

Version a
Below is a 6-piece molecular cluster, C30H30N6 overall, with properties calculated with ωB97M-V with the def2-TZVPD basis set.

Values from the calculation:
LUMO, eV: 0.57
SMILES string: c1ccncc1.c1ccncc1.c1ccncc1.c1ccncc1.c1ccncc1.c1ccncc1
Kohn-Sham gap, eV: 10.1286
Net charge: 0
HOMO level, eV: -9.561

Structure (XYZ):
```
66
Properties=species:S:1:pos:R:3:nbo_charge:R:1
C -0.62 1.12 0.43 0.039
C 5.70 0.05 -0.81 -0.257
N -1.12 1.14 1.66 -0.428
H -3.90 -4.69 3.84 0.222
C 6.24 -0.11 -2.07 0.034
H 0.94 -2.76 -4.18 0.234
H 2.03 -0.01 -5.16 0.195
C 4.33 -1.01 -2.90 0.031
H 0.66 0.25 -1.04 0.222
H 1.54 -1.46 0.60 0.213
C -1.31 4.84 2.68 0.039
C 1.29 0.49 -4.54 0.036
H -2.79 6.40 0.08 0.214
H 3.83 -1.47 -3.75 0.192
C -0.67 0.40 -3.42 0.027
C -1.93 7.33 1.81 -0.266
H -1.48 -0.21 -3.03 0.197
C -1.96 4.98 1.45 -0.260
H -1.31 0.08 3.40 0.220
C 0.68 -5.83 -2.81 0.033
H 0.47 -1.58 2.84 0.223
C 0.76 -0.76 0.87 -0.174
H -3.84 -0.21 5.76 0.194
C 0.52 -3.23 -2.13 -0.271
H 2.67 -1.23 -1.55 0.215
H -1.10 3.84 3.05 0.204
C -0.65 1.76 -3.13 -0.258
C -3.88 -1.21 5.33 0.038
H -2.03 8.36 1.49 0.219
N 0.26 -0.24 -4.11 -0.438
C 1.43 1.85 -4.29 -0.256
C -0.83 0.09 2.43 0.038
C -5.03 -1.97 5.48 -0.259
C 0.33 0.22 -0.01 -0.272
C 0.42 2.50 -3.59 -0.168
H 3.93 -0.28 0.37 0.218
H 0.39 -2.20 -1.80 0.215
N 0.37 -5.54 -1.55 -0.421
H 1.18 -5.18 -4.79 0.218
C -2.23 6.25 1.00 -0.176
H -5.90 -1.55 5.96 0.220
C 0.79 -3.54 -3.44 -0.161
H -2.16 4.09 0.87 0.221
H -1.46 2.17 -2.54 0.222
C -2.83 -2.87 4.20 0.032
H 6.26 0.49 0.01 0.220
C 4.39 -0.37 -0.60 -0.172
C -5.05 -3.26 4.97 -0.167
H 0.51 3.56 -3.37 0.222
H -0.86 1.95 -0.24 0.181
H 7.26 0.22 -2.24 0.191
H -1.06 7.87 3.72 0.193
H 0.07 -3.99 -0.20 0.187
H -5.91 -3.90 5.11 0.219
C 0.31 -4.26 -1.22 0.033
N -1.04 5.85 3.49 -0.416
H 0.73 -6.89 -3.05 0.191
C 0.91 -4.87 -3.79 -0.263
C 3.70 -0.92 -1.67 -0.255
H -1.94 -3.20 3.68 0.191
C 0.15 -0.84 2.12 -0.264
N -2.80 -1.63 4.70 -0.429
N 5.58 -0.62 -3.10 -0.417
C -1.36 7.08 3.05 0.026
C -3.92 -3.72 4.30 -0.258
H 2.33 2.36 -4.60 0.226
```

Version b
Below is a 6-piece molecular cluster, C30H30N6 overall, with properties calculated with ωB97M-V with the def2-TZVPD basis set.

Values from the calculation:
LUMO, eV: 0.60
SMILES string: c1ccncc1.c1ccncc1.c1ccncc1.c1ccncc1.c1ccncc1.c1ccncc1
Kohn-Sham gap, eV: 9.9085
Net charge: 0
HOMO level, eV: -9.313

Structure (XYZ):
```
66
Properties=species:S:1:pos:R:3:nbo_charge:R:1
C -0.64 -4.78 3.96 -0.166
C 4.29 -3.55 -0.20 -0.270
C 0.46 -1.96 0.17 -0.179
C -0.77 0.95 4.08 -0.250
C 0.38 -4.58 2.99 -0.262
C 0.07 -2.85 5.19 0.022
H -1.77 0.50 0.86 0.202
H -1.23 -1.89 1.52 0.224
H -3.67 2.76 2.40 0.198
H -3.38 2.08 -3.45 0.216
H 2.05 -1.70 -1.28 0.227
C -3.06 1.22 -4.03 -0.263
H -2.01 -0.81 3.74 0.197
C -2.32 -1.06 -5.28 0.031
N -1.68 -0.68 -4.16 -0.425
H -1.61 -3.97 5.77 0.221
H -0.74 5.57 0.51 0.188
H -4.54 1.41 -5.66 0.217
C -0.60 4.33 -1.14 -0.254
C 4.38 -2.23 0.20 -0.168
H 2.17 -3.31 2.75 0.199
C 1.22 -1.29 -0.72 -0.254
C 4.66 -1.23 -0.71 -0.266
H 0.02 0.37 4.52 0.225
N -2.97 0.87 3.13 -0.428
C -3.26 -0.26 -5.95 -0.258
C -0.12 6.69 -2.54 0.038
C -0.83 -3.88 5.03 -0.256
C -3.66 0.91 -5.26 -0.172
H 0.13 7.59 -3.08 0.190
C -0.23 5.50 -3.23 -0.269
H -0.02 5.40 -4.28 0.214
H -0.70 3.43 -0.55 0.244
N -0.32 6.77 -1.24 -0.417
C -1.87 0.25 3.60 0.021
C 4.86 -1.57 -2.03 0.025
C 0.95 0.07 -0.93 0.040
C -0.35 4.32 -2.55 -0.166
C -0.71 2.35 3.94 -0.173
H 0.12 -2.21 6.06 0.202
N 1.14 -2.79 4.38 -0.428
H 4.23 -2.02 1.25 0.217
H -1.42 -5.52 3.88 0.219
H 4.07 -4.25 0.60 0.221
H 4.62 -0.18 -0.45 0.225
H -0.45 3.42 -3.14 0.217
C 4.59 -3.83 -1.54 0.032
C -0.91 0.03 0.41 0.037
C -1.79 3.00 3.35 -0.259
H 0.14 2.79 4.43 0.222
H 0.74 -2.98 0.41 0.209
N 4.89 -2.85 -2.44 -0.414
H 0.46 -5.28 2.18 0.227
N -0.13 0.75 -0.41 -0.452
H -1.79 0.53 -2.44 0.213
C -0.65 -1.34 0.80 -0.249
H -1.97 -2.00 -5.70 0.192
H 1.67 0.58 -1.57 0.192
H 4.66 -4.85 -1.90 0.198
H -1.85 4.07 3.23 0.221
H 5.12 -0.88 -2.82 0.202
C -0.63 5.61 -0.57 0.012
H -3.75 -0.55 -6.87 0.219
C -2.90 2.22 2.93 0.027
C 1.31 -3.61 3.32 0.021
C -2.13 0.37 -3.45 0.029
```

Result of the stability comparison: version a is the most stable of them.

Version a
Below is a 2-piece molecular cluster, C2H2NOS2 overall, with properties calculated with ωB97M-V with the def2-TZVPD basis set.

Values from the calculation:
LUMO, eV: 2.86
Kohn-Sham gap, eV: 4.5377
Net charge: -1
HOMO level, eV: -1.680

Structure (XYZ):
```
8
Properties=species:S:1:pos:R:3:nbo_charge:R:1
C 0.39 -0.11 3.79 0.457
H -0.25 -0.23 -0.90 0.317
S 0.82 1.28 4.36 -0.016
N -0.23 0.10 0.07 -0.860
H 0.59 -0.14 0.60 0.355
S -2.62 0.99 -0.27 -0.517
C -1.28 0.69 0.67 -0.279
O 0.13 -1.18 3.39 -0.456
```

Version b
Below is a 2-piece molecular cluster, C2H2NOS2 overall, with properties calculated with ωB97M-V with the def2-TZVPD basis set.

Values from the calculation:
LUMO, eV: 3.08
Kohn-Sham gap, eV: 6.1758
Net charge: -1
HOMO level, eV: -3.098

Structure (XYZ):
```
8
Properties=species:S:1:pos:R:3:nbo_charge:R:1
H -1.15 -1.75 0.45 0.088
N -1.85 1.28 0.06 -0.526
C -2.53 0.29 0.05 0.324
O -0.46 3.12 0.35 -0.557
S 0.20 -1.39 0.57 -1.035
C -0.63 1.90 0.29 0.547
S -3.68 -0.76 0.03 -0.021
H 0.14 1.28 0.37 0.181
```

Result of the stability comparison: version b is the most stable of them.

Version a
Below is a 2-piece molecular cluster, C4H14N4 overall, with properties calculated with ωB97M-V with the def2-TZVPD basis set.

Values from the calculation:
LUMO, eV: 0.61
SMILES string: [H]/N=C(/C)N.CN(C)N
Kohn-Sham gap, eV: 8.5187
Net charge: 0
HOMO level, eV: -7.913

Structure (XYZ):
```
22
Properties=species:S:1:pos:R:3:nbo_charge:R:1
H -1.60 -0.84 2.23 0.209
H -2.60 -1.82 1.13 0.179
H -1.03 -2.44 1.70 0.227
H 0.84 1.31 1.66 0.360
H 2.28 2.92 0.90 0.316
H -1.01 1.20 -0.83 0.229
H 1.16 0.54 -1.95 0.193
C 1.83 1.34 -0.09 0.440
H 0.33 -0.27 0.65 0.440
N 1.05 0.73 0.86 -0.924
H -0.10 -1.46 -1.46 0.364
H 2.89 0.92 -1.89 0.242
N -0.71 -1.86 -0.76 -0.646
H -1.61 -2.05 -1.21 0.331
H -2.48 0.17 -0.75 0.183
N -0.88 -0.91 0.29 -0.288
C -1.57 -1.54 1.40 -0.420
H 2.27 -0.52 -1.07 0.212
C 2.06 0.52 -1.33 -0.671
C -1.62 0.56 -0.20 -0.414
H -1.94 1.03 0.72 0.209
N 2.44 2.46 0.01 -0.769
```

Version b
Below is a 3-piece molecular cluster, C4H14N4 overall, with properties calculated with ωB97M-V with the def2-TZVPD basis set.

Values from the calculation:
LUMO (alpha / beta), eV: -0.20 / -0.20
Kohn-Sham gap (alpha / beta), eV: 6.7873 / 6.7882
Net charge: 0
HOMO level (alpha / beta), eV: -6.984 / -6.984

Structure (XYZ):
```
22
Properties=species:S:1:pos:R:3:nbo_charge:R:1
H -1.99 -1.53 -1.03 0.198
H 0.39 1.55 -2.46 0.346
N 2.92 1.35 -1.29 -0.336
H 0.19 -0.06 -2.65 0.366
C -2.02 -1.13 -0.02 -0.612
H -0.29 -2.29 0.54 0.182
H -2.84 -1.63 0.51 0.180
H 0.32 -0.63 -0.25 0.310
H 3.89 1.10 -1.51 0.336
H -2.26 -0.06 -0.13 0.183
H -0.49 1.47 0.49 0.233
C 0.58 1.53 0.34 -0.415
H 0.17 -1.23 2.66 0.202
C -0.74 -0.93 2.14 -0.617
H 0.95 2.47 -0.08 0.211
N 0.95 0.44 -0.89 -0.203
C -0.69 -1.29 0.68 -0.527
H 1.11 1.16 1.21 0.220
N 2.26 0.28 -1.19 0.011
H -1.57 -1.43 2.66 0.188
N 0.09 0.71 -1.99 -0.632
H -0.91 0.14 2.29 0.175
```

Version c
Below is a 2-piece molecular cluster, C4H14N4 overall, with properties calculated with ωB97M-V with the def2-TZVPD basis set.

Values from the calculation:
LUMO, eV: 0.81
SMILES string: [H]/N=C(\C)N.CNCN
Kohn-Sham gap, eV: 8.8499
Net charge: 0
HOMO level, eV: -8.039

Structure (XYZ):
```
22
Properties=species:S:1:pos:R:3:nbo_charge:R:1
N 1.38 1.26 -0.80 -0.867
H 2.56 -2.38 -0.40 0.202
H 0.34 0.96 -1.29 0.394
H 2.01 -1.10 -1.49 0.219
H -3.11 -0.85 0.32 0.237
H -1.91 -0.89 1.61 0.216
C 1.85 -1.56 -0.51 -0.421
H 0.12 0.39 0.62 0.073
H -1.60 2.40 -0.01 0.389
C -2.04 -0.86 0.53 -0.664
N 2.09 -0.57 0.52 -0.624
H 1.65 1.31 1.28 0.186
N -1.04 0.46 -1.33 -0.778
H -1.95 1.66 1.47 0.374
H -1.61 -1.76 0.10 0.221
H 0.83 -1.96 -0.49 0.150
C 1.37 0.66 0.45 0.039
H 2.05 -0.97 1.45 0.356
N -1.94 1.57 0.46 -0.815
C -1.40 0.39 -0.05 0.404
H 1.33 2.27 -0.70 0.356
H -0.98 -0.45 -1.76 0.354
```

Result of the stability comparison: version c is the most stable of them.

Version a
Below is one molecule with the formula CH3ClOSi, with properties calculated with ωB97M-V with the def2-TZVPD basis set.

Values from the calculation:
LUMO, eV: 0.10
SMILES string: O=C[SiH2]Cl
Kohn-Sham gap, eV: 9.8998
Net charge: 0
HOMO level, eV: -9.799

Structure (XYZ):
```
7
Properties=species:S:1:pos:R:3:nbo_charge:R:1
Cl -2.26 -0.77 0.11 -0.400
H 1.44 1.35 0.23 0.114
H 0.43 -1.40 -1.27 -0.152
C 0.38 1.08 0.00 0.063
Si -0.05 -0.80 -0.04 1.004
H 0.47 -1.43 1.16 -0.158
O -0.41 1.96 -0.19 -0.470
```

Version b
Below is CH3ClOSi as an isolated structure, with properties calculated with ωB97M-V with the def2-TZVPD basis set.

Values from the calculation:
LUMO, eV: -1.77
Kohn-Sham gap, eV: 8.5125
Net charge: 0
HOMO level, eV: -10.287

Structure (XYZ):
```
7
Properties=species:S:1:pos:R:3:nbo_charge:R:1
H 0.24 0.08 -1.72 0.189
H -1.56 -0.66 1.27 -0.125
Si -0.28 -0.08 0.83 1.050
Cl -0.08 -2.39 -0.65 -0.589
H 0.62 0.21 2.07 -0.142
O 0.75 1.99 -0.94 -0.470
C 0.32 0.84 -0.86 0.087
```

Result of the stability comparison: version a is the most stable of them.

Version a
Below is CH3Br2O2P as an isolated structure, with properties calculated with ωB97M-V with the def2-TZVPD basis set.

Values from the calculation:
LUMO, eV: -0.61
Kohn-Sham gap, eV: 9.2573
Net charge: 0
HOMO level, eV: -9.865

Structure (XYZ):
```
9
Properties=species:S:1:pos:R:3:nbo_charge:R:1
Br -0.86 -1.72 -2.82 -0.306
H -1.10 -0.59 -1.84 0.298
O -1.10 0.50 -0.97 -0.532
O -0.93 -4.14 -0.10 -1.013
P -2.00 -3.79 -1.00 1.323
Br -3.33 -2.15 -0.04 -0.410
H -1.31 -0.41 0.78 0.144
C -1.42 0.56 0.19 0.340
H -1.91 1.38 0.82 0.156
```

Version b
Below is one molecule with the formula CH3Br2O2P, with properties calculated with ωB97M-V with the def2-TZVPD basis set.

Values from the calculation:
LUMO, eV: -0.39
SMILES string: COP(=O)(Br)Br
Kohn-Sham gap, eV: 10.5206
Net charge: 0
HOMO level, eV: -10.912

Structure (XYZ):
```
9
Properties=species:S:1:pos:R:3:nbo_charge:R:1
O 2.27 0.00 -1.52 -1.037
H -1.37 0.69 0.94 0.182
P 1.30 0.04 -0.44 1.782
O -0.39 -0.01 -0.91 -0.758
H -2.32 0.32 -0.30 0.217
Br 1.62 1.80 0.76 -0.133
Br 1.59 -1.76 0.72 -0.162
H -1.34 -0.99 0.64 0.193
C -1.38 -0.08 0.11 -0.284
```

Result of the stability comparison: version b is the most stable of them.

Version a
Below is an isolated ion of composition C3H4NO2 and charge -1, with properties calculated with ωB97M-V with the def2-TZVPD basis set.

Values from the calculation:
LUMO, eV: 4.22
SMILES string: [H]/N=C(\C)C(=O)[O-]
Kohn-Sham gap, eV: 8.2388
Net charge: -1
HOMO level, eV: -4.021

Structure (XYZ):
```
10
Properties=species:S:1:pos:R:3:nbo_charge:R:1
H -0.03 0.79 1.77 0.183
O 1.54 -0.77 -1.89 -0.774
H -0.88 1.44 0.11 0.236
H 0.85 1.51 0.46 0.213
C 0.02 -0.40 0.06 0.239
O -0.69 -0.55 -2.07 -0.744
C 0.37 -0.59 -1.45 0.715
C -0.03 0.98 0.64 -0.686
H -0.74 -1.04 1.65 0.279
N -0.41 -1.39 0.71 -0.661
```

Version b
Below is a 2-piece molecular cluster, C3H4NO2 overall, with properties calculated with ωB97M-V with the def2-TZVPD basis set.

Values from the calculation:
LUMO, eV: 4.07
Kohn-Sham gap, eV: 7.0049
Net charge: -1
HOMO level, eV: -2.932

Structure (XYZ):
```
10
Properties=species:S:1:pos:R:3:nbo_charge:R:1
O -0.12 2.54 0.19 -1.014
H 0.50 3.00 -0.37 0.437
C -0.33 -2.35 -0.86 -0.656
C 0.40 -1.13 0.10 0.072
N 0.18 0.00 -0.27 -0.680
H -0.28 -2.01 -1.85 0.250
O -1.42 -4.12 0.54 -0.620
H 0.74 -1.74 0.95 0.119
C -0.84 -3.34 -0.23 0.592
H 0.09 1.58 0.07 0.499
```

Result of the stability comparison: version a is the most stable of them.